P | Density functional theory data (ωB97M-V with the def2-TZVPD basis set) for a gas-phase ion, C3H3N2O3 (charge -1).

net charge = -1
SMILES string = O=C([O-])[C@@H]1C=NON1

Each line ends with the natural charge from an NBO analysis.
Element x y z (Å)
1 O -0.1117 0.2998 -2.2730  -0.751
2 C -0.6880 -0.3921 -1.4795  0.777
3 O -1.6880 -1.0931 -1.4898  -0.755
4 C -0.3160 0.1227 -0.0263  -0.250
5 C 0.8577 0.9856 0.1170  -0.015
6 N 1.7403 0.5102 0.9150  -0.137
7 O 1.2728 -0.5431 1.6794  -0.268
8 N 0.0956 -1.0710 1.1166  -0.366
9 H -1.3202 0.4766 0.2219  0.203
10 H 0.8808 1.8252 -0.6104  0.237
11 H -0.7235 -1.1208 1.8290  0.325


Q | Density functional theory data (ωB97M-V with the def2-TZVPD basis set) for a gas-phase ion, C3H3N2O3 (charge -1).

net charge = -1
SMILES string = O=c1[nH]n(O)cc1[O-]

Each line ends with the natural charge from an NBO analysis.
Element x y z (Å)
1 O 2.8740 1.5140 0.4948  -0.662
2 C 1.7331 1.1282 0.2100  0.555
3 N 1.0568 0.1448 0.9444  -0.507
4 N -0.3065 0.1022 0.5599  0.020
5 O -0.6783 -1.2395 0.1684  -0.644
6 C -0.4452 1.0952 -0.4182  -0.348
7 C 0.7582 1.7137 -0.8121  0.300
8 O 0.9583 2.6092 -1.6770  -0.734
9 H 1.5753 -0.3603 1.6308  0.397
10 H -0.1728 -1.7049 -0.5055  0.429
11 H -1.2213 1.1257 -1.1247  0.194


What is the stability order? It is Q, P, from most stable to least stable.


P | Density functional theory data (ωB97M-V with the def2-TZVPD basis set) for a gas-phase ion, CH2NO3S (charge -1).

net charge = -1
SMILES string = NSOC(=O)[O-]

Each line ends with the natural charge from an NBO analysis.
Element x y z (Å)
1 N 0.2283 -0.4796 -0.1332  -1.064
2 S 1.4030 0.1726 0.9855  0.626
3 O 2.6087 0.8081 0.1408  -0.793
4 C 2.4122 2.2142 -0.4541  0.961
5 O 1.3852 2.7323 -0.0225  -0.767
6 O 3.2451 2.4893 -1.2717  -0.720
7 H -0.6682 0.0752 -0.2435  0.388
8 H 0.3316 -1.4483 -0.2744  0.369


Q | Density functional theory data (ωB97M-V with the def2-TZVPD basis set) for a gas-phase ion, CH2NO3S (charge -1).

net charge = -1

Each line ends with the natural charge from an NBO analysis.
Element x y z (Å)
1 C -1.7111 -0.3820 -0.2431  0.693
2 N 1.1625 -1.1165 1.2653  -1.131
3 O -0.6097 -0.0325 -0.7215  -0.733
4 O -2.1991 -1.4312 0.1164  -0.682
5 O 1.7126 -0.8969 -1.2502  -0.994
6 S 0.8091 -1.3774 -0.2275  1.544
7 H -2.3873 0.6446 0.0304  -0.030
8 H 1.8791 -0.3455 1.3931  0.333


What is the stability order? It is P, Q, from most stable to least stable.


P | Density functional theory data (ωB97M-V with the def2-TZVPD basis set) for 2 unconnected molecules or ions with the total composition C2H6N2.

net charge = 0
SMILES string = C=N.C=N

Each line ends with the natural charge from an NBO analysis.
Element x y z (Å)
1 C -1.9828 -0.1852 -0.3321  -0.035
2 N -3.0891 -0.3617 0.2520  -0.597
3 H -1.7547 0.7675 -0.8043  0.163
4 H -1.2284 -0.9553 -0.5212  0.137
5 H -3.2877 -1.3547 0.3584  0.331
6 C 2.1651 0.0296 0.1318  -0.071
7 N 1.9295 1.2653 -0.0658  -0.567
8 H 2.3163 -0.5385 -0.7987  0.162
9 H 2.6756 -0.4043 0.9973  0.151
10 H 2.2562 1.7374 0.7827  0.326


Q | Density functional theory data (ωB97M-V with the def2-TZVPD basis set) for C2H6N2 in the gas phase.

net charge = 0
SMILES string = C=NNC

Each line ends with the natural charge from an NBO analysis.
Element x y z (Å)
1 C 1.8462 -0.0476 -0.0619  -0.131
2 N 0.8191 -0.6867 0.0178  -0.214
3 N -0.2723 0.1734 -0.1319  -0.484
4 C -1.5478 -0.2789 -0.0507  -0.398
5 H 1.8348 0.9497 -0.3417  0.145
6 H 2.8225 -0.5150 0.0575  0.176
7 H -0.0525 1.3204 0.3575  0.330
8 H -2.0474 0.8206 0.1860  0.199
9 H -1.4163 -0.8512 0.8308  0.184
10 H -1.9865 -0.8845 -0.8634  0.193


What is the stability order? It is P, Q, from most stable to least stable.


P | Density functional theory data (ωB97M-V with the def2-TZVPD basis set) for 2 unconnected molecules or ions with the total composition C3H8N3.

net charge = +1

Each line ends with the natural charge from an NBO analysis.
Element x y z (Å)
1 C -0.9466 1.5186 -0.0554  0.281
2 C -0.1182 -0.1087 1.1534  -0.055
3 C 1.1819 -1.0674 -1.2976  -0.309
4 N -1.0958 0.4892 -0.8329  -0.323
5 N -0.6729 1.1594 1.2124  -0.603
6 N -0.4909 -0.6506 -0.2398  -0.255
7 H -1.2565 2.5010 -0.3349  0.250
8 H 0.9211 -0.2878 1.1043  0.200
9 H -0.5171 -0.7145 1.9705  0.231
10 H 1.5692 0.0077 -1.5938  0.238
11 H 1.9404 -1.4126 -0.5805  0.219
12 H 0.9513 -1.6658 -2.1548  0.235
13 H -0.5493 1.7238 2.1021  0.462
14 H -0.9166 -1.4921 -0.4531  0.429


Q | Density functional theory data (ωB97M-V with the def2-TZVPD basis set) for 2 unconnected molecules or ions with the total composition C3H8N3.

net charge = +1

Each line ends with the natural charge from an NBO analysis.
Element x y z (Å)
1 C 2.5517 -0.2936 -0.3474  -0.420
2 C 1.8002 0.6804 0.0989  0.096
3 C -0.9470 0.4286 -0.7314  0.300
4 N -2.3308 0.5203 -0.5696  -0.778
5 N -0.1813 -0.4277 -0.0536  -0.248
6 N -0.6062 -0.8937 1.1014  -0.637
7 H 3.6476 -0.2607 -0.4218  0.279
8 H 2.0807 -1.2502 -0.7272  0.283
9 H 1.6622 1.3568 0.9235  0.244
10 H -0.5750 0.9426 -1.6800  0.243
11 H -3.0244 1.0007 -1.0936  0.433
12 H -1.2131 -0.3832 1.7663  0.388
13 H -0.0161 -1.6611 1.4243  0.405
14 H -2.8485 0.2406 0.3102  0.413


What is the stability order? It is P, Q, from most stable to least stable.